# 1
Formula: C33H27F13N2PPd
Source: OMol25
Level of theory: wB97M-V/def2-TZVPD

Charge   +3
Highest occupied orbital energy   -0.649 Ha

Each line ends with the Mulliken charge.
Cartesian coordinates (Å):
Pd -0.26923 -0.27127 0.91268  0.06
P 0.09375 0.37236 -1.19415  1.16
F 1.80006 6.81785 -1.56746  -0.27
F 2.35724 -5.35494 -3.73927  -0.26
F -6.35781 0.43302 -2.80390  -0.23
F 0.74356 6.55833 -3.44058  -0.23
F -5.50514 -0.98215 2.59738  -0.19
F -3.06241 -0.60397 1.55493  0.24
F 4.20434 -4.29439 -3.34191  -0.23
F -1.16046 -2.17235 5.63862  -0.19
F 3.15154 -3.97336 -5.20675  -0.23
F 2.83350 6.01654 -3.29491  -0.23
F -3.61552 -2.54354 6.59867  -0.21
F -6.46556 1.43147 -0.88444  -0.27
F -6.42635 -0.73212 -0.97891  -0.24
N -0.83739 -1.24291 2.93543  0.07
N 1.69600 -0.47058 1.69241  1.17
C 0.71762 2.39266 -2.93857  -0.65
C 3.41988 0.40589 0.02552  -1.06
C 3.22333 0.64136 3.42272  -1.45
C -3.44569 -2.09067 5.38642  -0.10
C -5.95126 0.39151 -1.53963  0.74
C 1.67045 6.03285 -2.63717  0.71
C -4.43573 0.37994 -1.46129  0.30
C 0.81829 2.96393 -0.57999  0.09
C 1.05936 3.69424 -3.25751  -1.16
C -3.19623 -1.06410 2.76548  0.54
C -1.68093 0.26481 -1.31777  0.85
C -3.73986 -0.52535 -2.26497  -1.06
C -4.55927 -1.77308 4.59733  -0.19
C 1.53282 -1.70169 2.52108  -1.42
C 1.98583 0.73538 2.54191  -0.67
C 1.28241 4.61972 -2.24382  0.15
C -4.43304 -1.26299 3.29210  -0.33
C 2.84916 -0.77987 0.77479  -1.25
C 2.67871 -1.75241 -3.48140  -1.25
C -1.97170 -1.39665 3.51451  -0.18
C 2.99285 -4.19553 -3.90395  0.77
C -2.38999 1.19209 -0.53375  -0.36
C -2.18636 -1.91335 4.89159  0.98
C 0.47819 -2.24234 -1.84439  -1.06
C -2.36422 -0.59718 -2.19198  -0.95
C -3.77331 1.24017 -0.60123  -1.04
C 1.15268 4.26764 -0.90940  -0.88
C 1.13379 -3.30144 -2.44671  -1.07
C 0.61738 2.02605 -1.59241  0.79
C 0.92720 -0.93001 -2.05698  1.39
C 2.03335 -0.68814 -2.87834  -0.65
C 0.43143 -1.63301 3.55442  -0.99
C 2.23191 -3.05065 -3.25866  0.12
H -5.55590 -1.92017 5.01098  0.56
H 4.14299 0.54983 2.84809  0.28
H -0.38727 -2.43919 -1.22137  0.55
H 0.79380 -4.31694 -2.29761  0.57
H 1.14555 3.99457 -4.29390  0.47
H 1.31048 5.00842 -0.13812  0.57
H 2.66142 1.00672 -0.47398  0.16
H 3.63734 -1.19758 1.40604  0.59
H 0.51983 1.68257 -3.73234  0.64
H 3.29256 1.56495 3.99714  0.47
H 2.46420 -1.90100 3.05506  0.56
H -1.85776 1.91159 0.08299  0.41
H 3.18134 -0.17560 4.14345  0.31
H -4.28160 -1.16217 -2.95267  0.52
H 0.70654 2.68206 0.46112  0.33
H 3.52736 -1.57676 -4.13021  0.48
H 2.52126 -1.57502 0.10466  0.59
H 2.07448 1.57599 1.85539  0.30
H 0.35130 -2.60334 4.04615  0.72
H -4.33070 1.95922 -0.01680  0.59
H -1.82655 -1.29243 -2.82149  0.58
H 0.65514 -0.90903 4.34636  0.57
H 3.99262 1.06410 0.67744  0.42
H 2.39039 0.31756 -3.05195  0.62
H 1.10412 0.92515 3.15655  0.60
H 1.37114 -2.54275 1.84541  0.49
H 4.10671 0.03148 -0.73217  0.44

# 2
Formula: C30H27BCl5F9IrNO4S3Si
Source: OMol25
Level of theory: wB97M-V/def2-TZVPD

Charge   -2
Highest occupied orbital energy (alpha / beta)   -0.040 / -0.040 Ha

Each line ends with the Mulliken charge.
Cartesian coordinates (Å):
Ir -0.31515 0.49940 -1.79684  2.04
Cl -1.97262 2.35248 0.92583  -0.23
Cl -6.58256 3.03797 -1.71626  -0.24
Cl -2.29993 0.93766 -4.22177  -0.12
Cl -5.25729 1.97678 -4.31868  -0.24
Cl -4.92307 3.19910 0.90592  -0.23
S 0.32717 6.58321 -3.64336  -0.50
S -0.57401 3.82012 -3.74653  -0.30
S 0.40880 -1.99285 -2.57173  -0.44
Si -0.39845 -5.11707 -2.20250  0.29
F 4.67832 2.84264 -3.01285  -0.32
F 2.69456 3.61085 -2.75865  -0.13
F 3.60079 -1.03401 -3.43456  -0.27
F 3.53450 1.96789 -0.72918  -0.31
F 3.31570 2.83706 -4.66773  -0.29
F 4.72597 0.52823 -4.35996  -0.30
F 2.95114 -0.09453 -0.89926  -0.17
F 2.74836 0.09192 -5.04959  -0.25
F 4.83498 0.55221 -1.66389  -0.31
O 1.55330 1.16707 -2.92361  -0.78
O -0.00446 -0.37284 1.33447  -0.29
O -0.58966 5.19898 -1.59498  -0.07
O 1.14267 1.49919 0.74914  -0.41
N -1.95789 -1.33344 -1.80876  -0.23
C -2.86069 2.20274 -0.54503  1.02
C -0.60272 0.14467 6.54389  -1.63
C -1.17735 -2.39982 -2.08842  -0.13
C -0.38740 6.37640 -0.85167  -0.94
C 0.89312 0.13317 6.19522  2.19
C 1.85738 2.10627 3.03265  -1.92
C 0.39227 -5.20891 -3.93341  -1.04
C 3.48040 0.19641 -3.94599  0.49
C -4.34739 2.03616 -2.85984  -0.31
C 1.74069 1.70443 4.35774  -0.16
C 2.85222 1.21934 -2.92649  1.01
C 3.53466 0.91122 -1.54430  0.21
C 1.45806 -1.28330 6.37911  -1.66
C -4.19090 2.60514 -0.53479  -0.29
C -0.27855 5.21828 -2.89633  0.08
C 0.54555 0.16787 2.44071  0.52
C -2.22752 1.68177 -1.67468  -1.46
C 1.24864 1.32671 2.07581  0.84
C 1.62246 1.06515 7.16906  -2.20
C -3.78056 -2.79667 -1.38165  -1.24
C -1.64200 -3.72308 -1.99391  0.25
C -2.96692 -3.90309 -1.63323  0.12
C -4.94167 2.52876 -1.70003  0.54
C 3.37998 2.64126 -3.34630  0.37
C 0.44747 -0.22808 3.75472  -1.16
C -3.02743 1.61174 -2.81950  0.88
C 1.05220 0.55842 4.73796  0.46
C -1.28493 -6.80229 -1.95539  -1.17
C -3.22780 -1.53681 -1.47092  -0.15
C 0.91220 -4.99173 -0.82471  -0.93
B 0.32959 0.46513 0.25002  -0.30
H -1.01463 1.13990 6.38825  0.36
H 2.20863 2.32775 5.10350  0.42
H -0.10849 -1.11895 4.00411  0.46
H -0.75472 -0.14364 7.58393  0.44
H -3.36890 -4.90311 -1.53603  0.40
H 1.46008 0.73006 8.19423  0.43
H 1.00307 -6.10250 -4.03321  0.31
H 0.91345 -1.99555 5.76699  0.32
H -0.57309 -7.61338 -2.07299  0.29
H 2.69391 1.06586 6.97773  0.43
H 1.25019 2.08352 7.08426  0.43
H 2.38665 3.00804 2.76608  0.56
H -1.71946 -6.88842 -0.96573  0.30
H -3.81703 -0.64851 -1.27693  0.39
H 1.47033 -4.07003 -0.94046  0.21
H -4.81864 -2.91248 -1.10406  0.37
H -0.78373 6.17311 0.14240  0.18
H 1.38504 -1.59696 7.42106  0.46
H 0.44486 -4.96888 0.15542  0.32
H -0.91841 7.21753 -1.31141  0.38
H 1.60950 -5.82422 -0.84830  0.35
H 2.50365 -1.30805 6.07830  0.36
H -0.36179 -5.22666 -4.71505  0.33
H -2.07780 -6.95457 -2.67948  0.32
H 0.67688 6.62863 -0.79925  0.32
H 1.01741 -4.33905 -4.09694  0.31
H -1.15116 -0.54469 5.90862  0.34

# 3
Formula: C38H54NO4OsPS
Source: OMol25
Level of theory: wB97M-V/def2-TZVPD

Charge   +2
Highest occupied orbital energy (alpha / beta)   -0.523 / -0.523 Ha

Each line ends with the Mulliken charge.
Cartesian coordinates (Å):
Os 0.51667 0.05151 -0.12754  2.72
S 3.03209 -0.97731 -0.57064  1.42
P 0.51074 2.39288 -0.68664  -0.36
O 1.17570 -1.06622 3.60844  -0.53
O 4.18348 -0.59114 -1.29751  -0.69
O 0.33549 -0.54343 1.65298  -0.21
O 1.68141 -0.94643 -1.37339  -0.83
N 2.46748 0.06353 0.49899  -0.63
C 2.85528 2.20847 -2.26388  -1.82
C 1.07186 3.45909 0.75490  2.56
C 2.59998 3.52224 0.81577  -1.80
C -1.26530 2.69012 -0.96637  0.82
C -3.33073 2.15153 2.04874  -1.56
C 0.66943 2.07378 -3.43283  -1.93
C -2.20754 1.68053 -0.72504  -0.16
C 1.51669 4.26682 -2.59048  -1.48
C -3.06833 -0.77335 -3.05662  -1.52
C 0.49545 4.88255 0.65769  -1.74
C 4.48813 -3.16001 0.05705  -0.79
C -2.39633 -1.50474 1.31952  -0.68
C 0.50286 2.85914 2.03656  -1.79
C -3.96126 3.13727 -1.53843  -1.50
C -3.07376 -4.59366 0.54731  -1.52
C -3.03504 4.14742 -1.74772  -1.13
C -3.54677 1.92293 -1.02470  -0.48
C -0.67812 -1.26430 -3.55964  -1.82
C 3.78594 -6.41722 1.86838  -1.56
C 1.39481 -0.61652 2.53049  0.55
C -1.35191 -2.02518 -0.75268  -0.45
C -1.73698 -3.91017 0.86348  -0.28
C -1.81657 -2.45380 0.48039  0.47
C -1.70146 3.92416 -1.46419  -0.62
C 4.66337 -4.39846 0.64748  -0.89
C -1.86703 0.30955 -0.20742  -0.30
C -2.93637 0.68692 2.22664  0.45
C -2.39128 -0.14149 1.06192  0.60
C 2.66658 -0.09992 1.93915  -0.62
C -2.01049 0.53997 3.44880  -1.39
C -1.61449 -0.43663 -2.67817  0.65
C -1.33782 -4.11650 2.32431  -1.56
C 2.33318 -4.46931 1.23594  -0.82
C 3.59757 -5.07189 1.24591  0.58
C 3.22376 -2.58304 0.07205  -0.06
C -1.48946 -0.68565 -1.17574  0.59
C 2.13960 -3.23444 0.65652  0.69
C 1.42957 2.76394 -2.29468  2.30
H -1.73806 -0.49428 3.65341  0.34
H 2.09156 4.35776 -3.51424  0.51
H -3.33541 -4.49946 -0.50700  0.37
H 0.79795 3.49309 2.87464  0.77
H -3.34931 5.10806 -2.13290  0.50
H -0.71003 -0.87344 -4.57660  0.48
H -4.21075 2.27440 1.42179  0.36
H 2.88224 3.97267 1.76926  0.50
H 3.06442 2.53701 0.74916  0.15
H -0.58503 2.83486 2.01256  0.22
H -0.59091 4.88412 0.74051  0.36
H 0.65613 0.98813 -3.30900  0.25
H -3.20823 -0.62403 -4.12732  0.48
H -1.08722 1.09936 3.31983  0.07
H -4.27487 1.14372 -0.83515  0.92
H 1.49553 -4.98142 1.69292  0.53
H 5.31675 -2.64597 -0.41334  0.57
H 3.47578 -7.19612 1.16781  0.33
H -3.57842 2.55234 3.03166  0.50
H -3.79032 -0.15254 -2.53164  0.29
H -2.51455 0.93692 4.32956  0.62
H -0.35228 2.43923 -3.53913  0.32
H 0.35931 -1.25481 -3.22934  0.14
H 3.28374 2.36101 -3.25577  0.60
H -2.14055 -3.81993 3.00144  0.46
H 0.86487 1.85468 2.24100  0.20
H 3.01198 4.15150 0.02892  0.38
H -5.00619 3.30055 -1.76663  0.47
H 3.50396 -0.75381 2.18509  0.51
H -0.96970 -4.36164 0.22469  0.34
H -3.86071 0.15643 2.48212  0.50
H 4.82840 -6.59483 2.12386  0.41
H 3.17961 -6.52264 2.76705  0.39
H 2.88258 1.14417 -2.07084  0.22
H -2.83064 -1.83883 2.25373  0.76
H -1.00558 -2.30337 -3.61609  0.53
H -3.87863 -4.15541 1.14083  0.33
H -1.14865 -5.17416 2.50952  0.45
H 0.55399 4.73606 -2.77351  0.30
H -0.44458 -3.54920 2.59583  0.24
H 5.64570 -4.85215 0.63959  0.43
H -3.28296 -1.81967 -2.83153  0.38
H -1.00075 4.72802 -1.62394  0.39
H -0.97359 -2.75424 -1.46143  0.45
H 1.15079 -2.78795 0.65392  -0.36
H 0.88885 5.44874 1.50387  0.58
H 2.89103 0.88088 2.36843  0.45
H -2.53832 2.77441 1.63608  0.22
H -1.46161 0.62417 -2.87555  -0.35
H 2.05783 4.81959 -1.82695  0.38
H 1.19777 2.28360 -4.36393  0.71
H 3.50001 2.71228 -1.54872  0.36
H 0.78456 5.41281 -0.24560  0.32
H -3.01746 -5.65429 0.79198  0.46